# 1
This record from OMol25 describes a structure of composition C40H40GeN2O12OsP2S2. The level of theory is wB97M-V/def2-TZVPD.

Atoms and positions in Å:
H 3.30 -3.35 -1.99
C -0.31 0.98 -5.33
C -5.49 5.31 -0.10
C 5.69 -1.87 -5.04
C -0.98 -2.87 5.24
H -4.43 -3.20 -1.22
Os -0.60 -0.69 1.15
C 3.25 -0.17 -1.62
C -1.81 -0.53 -4.20
H -0.47 0.83 6.08
C 0.62 -2.70 -0.44
O 1.44 1.85 0.47
C -5.06 4.26 0.88
H 0.51 -4.38 -1.67
C -3.76 4.25 1.38
C -5.09 -2.07 0.52
H -1.01 -2.63 6.30
H 3.43 1.37 -3.12
C 2.92 -0.66 4.94
O -0.07 -2.96 0.58
H -2.43 0.90 -5.67
H 4.73 -0.07 1.44
H -6.42 5.05 -0.60
H -4.72 5.46 -0.86
C 4.78 -1.58 -4.03
O -4.71 0.15 4.11
H -6.23 1.50 2.51
C 2.26 -3.25 -2.30
H 1.81 -4.43 -0.49
H -5.42 -0.87 2.27
O -2.64 1.42 4.52
H 1.74 -2.03 3.76
H 5.55 2.08 0.54
Ge 2.11 -1.31 -2.73
O 0.44 2.27 -1.79
N -2.48 -1.23 0.66
C 2.89 0.41 5.82
H 1.67 1.78 6.94
C -3.35 3.29 2.28
H -3.05 4.99 1.04
H -2.10 -2.41 -1.01
C 1.68 0.94 6.25
C 3.41 -1.47 -4.29
C -4.15 -2.52 -0.43
H -6.11 -2.43 0.47
C 4.91 1.45 -0.07
C -2.87 -2.09 -0.33
H 4.88 2.81 -1.73
P 1.45 1.26 1.97
C 4.54 1.86 -1.34
C -4.73 -1.20 1.51
N -2.80 0.11 2.42
H 0.61 3.20 -2.00
C -3.38 -0.74 1.57
C 4.46 0.24 0.43
H 2.15 -3.80 -3.23
C 3.64 -0.57 -0.35
C 0.49 0.41 5.79
H -5.64 6.27 0.41
H 1.92 -1.61 -5.85
H 6.75 -1.95 -4.81
C 3.89 -1.94 -6.63
H 3.30 -1.52 0.05
S -3.62 0.94 3.58
S -1.02 -1.32 4.34
O -0.02 1.69 2.49
C 3.71 1.05 -2.12
H 3.54 -2.08 -7.65
H -2.35 3.28 2.69
C 0.56 -0.58 -3.69
C 0.76 0.45 -4.61
C 1.73 -1.21 4.47
H -0.90 -1.87 -2.80
C -5.95 3.27 1.31
H -0.06 -3.39 4.98
O -0.76 -1.86 2.90
H -0.15 1.77 -6.05
C 0.53 -0.67 4.92
O 0.69 -1.52 -0.87
H 3.86 -1.06 4.60
C 1.31 -3.79 -1.22
C -1.60 0.49 -5.12
H -1.86 -3.44 4.94
O -0.76 0.75 -0.24
C 5.25 -2.04 -6.35
H 1.76 0.83 -4.79
O -0.63 3.27 0.32
H -0.33 2.53 2.06
C -0.73 -1.06 -3.50
C -4.25 2.30 2.67
H -2.81 -0.92 -4.04
O 2.54 1.75 2.79
C -5.55 2.28 2.19
O 1.24 -0.28 1.77
H 5.95 -2.26 -7.14
C 2.98 -1.67 -5.61
H -6.97 3.27 0.93
P 0.03 2.09 -0.28
H 3.82 0.85 6.16
H 5.14 -1.44 -3.02

As for the molecular weight: 1129.68 g mol⁻¹. Its expectation value of S² is 6.02. The value obtained for the HOMO-LUMO gap (alpha / beta) is 8.041 / 6.023 eV. The total charge is 0. Its multiplicity is 5.

=====

# 2
This record from OMol25 describes a structure of composition C43H51P2Si2Tl. The level of theory is wB97M-V/def2-TZVPD.

Atoms and positions in Å:
H -2.29 2.12 3.15
C 0.10 4.66 -0.88
H -2.29 2.52 1.44
H 0.09 5.25 4.26
H 2.12 2.99 -2.05
C 0.45 2.58 2.17
H 3.74 -0.79 -5.78
H -0.35 6.54 -1.84
C 4.16 3.35 -1.45
H -3.18 -3.40 3.46
C 5.92 -0.49 1.13
C 2.08 -4.85 -0.97
C -0.72 5.54 -1.60
H -5.14 0.40 3.58
H 6.13 3.63 -0.60
H -1.03 -4.50 -2.31
H -2.38 -2.55 -1.31
C 0.41 1.54 3.13
C 0.32 3.91 2.60
C 3.35 2.67 1.13
C -2.95 -3.00 -0.49
C 4.68 3.01 0.89
Si -2.23 -2.78 1.25
C -4.34 -0.32 3.38
H -2.64 5.86 -2.55
H 0.56 2.04 -5.10
H -5.23 0.98 0.47
C 1.15 0.85 -3.39
H 0.34 4.72 1.86
H -1.22 -0.91 2.59
C 4.73 -0.83 1.79
H -0.71 -4.75 1.22
H 0.39 1.30 -2.73
H 2.60 -1.11 1.61
C 1.23 1.26 -4.72
H -2.02 1.96 -0.85
H -3.68 -0.36 4.25
H -3.48 -4.66 2.24
C 5.08 3.37 -0.40
C 0.34 -2.88 -1.93
H -3.90 0.58 -0.60
C 3.53 -0.88 1.08
C 0.20 1.85 4.48
H -3.45 3.55 -2.03
C -2.46 3.87 -1.71
C -0.59 -3.69 1.46
H 0.25 -3.32 0.86
H 3.05 2.35 2.13
H -0.27 -3.63 2.52
C 2.83 3.02 -1.21
C 2.96 -0.72 -3.78
C 2.39 2.72 0.10
H -4.80 -1.31 3.28
H 1.10 4.98 -0.60
H 3.41 -3.22 -0.45
P 0.67 2.18 0.40
H 3.63 -1.51 -3.41
H -3.01 -4.07 -0.71
C 2.04 -0.13 -2.90
H 5.40 2.95 1.70
H 2.77 -5.61 -0.61
H 6.81 0.16 -0.73
H -4.90 -0.70 0.08
Tl -0.71 -0.20 -0.21
H 0.54 -6.26 -1.54
H -3.97 -2.60 -0.57
P 1.90 -0.72 -1.17
C 4.69 -0.19 -0.94
C 0.16 4.21 3.95
H 0.13 1.04 5.22
Si -3.36 0.22 1.87
H 0.52 0.50 2.82
H -3.79 2.61 2.36
H -0.35 -2.12 -2.30
H 7.59 4.08 -2.23
H 4.67 0.12 -1.99
C -2.00 5.16 -2.01
H 7.20 4.27 -2.85
C 2.16 0.68 -5.59
H -0.02 3.42 5.96
C 3.02 -0.32 -5.11
H -4.50 -3.22 2.29
C -0.04 -4.22 -1.95
C 3.51 -0.61 -0.31
C -2.87 2.01 2.23
H 4.75 -1.05 2.86
C 2.45 -3.50 -0.89
H 4.49 3.57 -2.47
C 5.89 -0.16 -0.23
C -0.36 3.38 -0.55
H 6.87 -0.46 1.68
C -4.42 0.26 0.31
C -1.64 2.98 -1.02
C -1.95 -1.00 1.76
H 2.22 1.00 -6.64
C -3.47 -3.58 2.41
C 0.10 3.18 4.90
C 1.59 -2.51 -1.38
C 0.84 -5.21 -1.50

As for the molecular weight: 890.38 g mol⁻¹. The value obtained for the HOMO-LUMO gap is 5.201 eV. The total charge is +2.